# C16H34N2O22S5

A structure of composition C16H34N2O22S5 in a non-equilibrium geometry (ωB97M-V/def2-TZVPD, OMol25).

The HOMO-LUMO gap comes out at 0.3548 hartree. The calculated total energy comes out at -119336.347 eV.

Structure (XYZ):
```
79
Properties=species:S:1:pos:R:3:lowdin_charge:R:1
O 7.75 -4.78 0.64 -0.175
O 2.94 1.14 -4.13 -0.252
N -7.70 3.19 -1.44 0.018
H -9.23 -0.24 3.12 0.124
H -8.95 4.02 -3.72 0.060
O -10.51 -4.32 2.65 -0.258
O -1.97 1.46 2.14 -0.012
H -9.50 5.47 -2.93 0.076
H 8.38 -6.28 2.02 0.133
C 8.67 -5.69 1.15 -0.188
H 2.02 1.83 3.68 0.076
C -7.44 2.18 -2.46 -0.077
H -2.55 -5.66 -2.22 0.135
N 0.18 1.62 2.62 0.023
H -0.06 2.60 2.60 0.147
O 0.90 1.50 -2.78 -0.220
H 2.25 4.26 -3.34 0.132
O 8.61 -2.49 0.00 -0.265
C -8.17 4.40 -1.61 -0.590
H 0.45 2.87 -4.07 0.133
C -0.86 0.91 2.27 -0.576
H -8.36 1.64 -2.69 0.080
H -6.69 1.44 -2.19 0.085
C -9.17 -1.27 2.76 -0.161
O -0.38 -3.89 -5.31 -0.249
H 10.30 -5.27 2.50 0.145
H -7.80 5.39 -3.46 0.080
H 9.79 5.96 0.22 0.142
C 9.78 -4.81 1.65 -0.285
H -8.82 -1.29 1.73 0.120
H 8.07 5.50 -0.06 0.129
C -0.50 -6.11 -2.67 -0.204
H -7.64 -1.57 4.35 0.124
H -1.50 -1.19 1.82 0.080
C -1.78 -5.23 -2.85 -0.158
O -0.78 -6.16 -6.23 -0.228
C -8.63 4.82 -3.05 0.000
O 2.72 0.05 -1.86 -0.232
H 2.20 1.44 2.11 0.078
H 1.73 0.16 3.32 0.082
H -0.20 3.19 -2.33 0.133
O -2.06 -5.40 -4.23 -0.203
O 2.72 2.66 -2.05 -0.187
O 6.04 5.63 1.98 -0.228
O 0.19 -5.96 -3.84 -0.191
O 8.48 6.36 1.78 -0.215
H 8.89 -6.38 0.34 0.142
C 0.61 2.88 -2.99 -0.131
C -8.24 -2.19 3.69 -0.154
C 8.88 5.56 0.67 -0.190
H 9.99 4.30 1.87 0.134
H 0.00 -0.54 1.07 0.084
H -1.55 -4.18 -2.69 0.130
C -0.61 -0.58 1.97 0.003
H 0.05 -1.07 2.69 0.063
H -7.61 -2.83 3.07 0.117
H -7.20 2.61 -3.43 0.077
H -7.35 3.09 -0.50 0.147
S -0.69 -5.31 -5.07 0.705
C 1.56 1.17 2.95 -0.044
H 10.54 -4.45 0.96 0.139
H 9.01 3.38 0.69 0.142
O -8.42 5.16 -0.71 0.043
H 0.11 -5.75 -1.84 0.132
S -10.70 -3.23 3.61 0.782
O 8.02 4.23 2.31 -0.210
O -11.81 -3.15 4.54 -0.225
S 2.45 1.19 -2.73 0.708
O -9.17 -3.03 4.36 -0.239
S 8.07 -3.25 1.17 0.758
O 7.42 5.88 4.11 -0.228
H 1.59 4.25 -1.69 0.131
H -0.69 -7.18 -2.49 0.131
O 9.24 -3.73 2.16 -0.164
O 6.97 -2.67 1.94 -0.240
S 7.29 5.61 2.68 0.714
O -10.50 -1.75 2.87 -0.230
C 1.89 3.63 -2.53 -0.218
C 9.04 4.25 1.35 -0.190
```

# C16H54AsF6O15

A structure of composition C16H54AsF6O15 in a non-equilibrium geometry (ωB97M-V/def2-TZVPD, OMol25).

The HOMO-LUMO gap comes out at 0.3622 hartree. The calculated total energy comes out at -125326.232 eV. Its charge is -1.

Structure (XYZ):
```
92
Properties=species:S:1:pos:R:3:lowdin_charge:R:1
H -3.96 -3.34 0.97 0.059
H -1.05 3.35 2.96 0.065
H 3.97 1.98 1.72 0.066
H 0.95 1.17 -3.16 0.067
O -1.55 -0.04 3.52 -0.136
H 0.49 3.70 2.20 0.073
H -4.84 0.24 -0.09 0.077
H -3.50 3.44 2.42 0.072
H -1.40 -2.68 -4.41 0.088
H -0.51 -0.52 5.27 0.079
H -0.04 4.32 4.51 0.066
C -0.40 4.16 2.64 -0.153
H -4.37 4.12 0.42 0.067
H -0.52 -1.48 -6.25 0.110
H 0.30 4.17 -1.31 0.076
H -1.22 3.36 -1.89 0.070
O -1.32 5.44 -1.70 -0.134
H 0.29 -2.75 2.53 0.109
F 0.93 1.57 -0.56 -0.245
H -2.30 -3.64 0.95 0.070
H -2.85 -5.35 2.61 0.059
H 0.14 0.83 4.33 0.070
H -2.64 2.19 -4.15 0.074
H -5.00 -1.37 0.76 0.070
H 2.48 0.66 2.56 0.029
H -4.29 1.56 -3.85 0.079
H -3.03 -3.02 2.49 0.084
F 1.39 0.05 1.26 -0.241
H -3.14 2.18 1.21 0.056
F -0.77 1.24 1.21 -0.239
H 2.60 1.26 -1.39 0.037
O 1.77 -3.23 3.90 0.067
C 1.68 -5.23 0.92 -0.015
H 3.41 3.20 2.91 0.071
O -3.20 0.55 -5.24 -0.135
H 2.78 -2.43 -2.33 0.061
H -2.41 0.01 -5.35 0.025
C -3.16 -3.67 1.63 -0.151
O -4.76 3.32 0.76 -0.130
C -0.78 -1.79 -4.30 -0.104
H 4.68 1.98 3.32 0.072
O 4.54 -1.43 -2.16 -0.140
C 4.27 2.20 -1.53 -0.122
H -1.34 0.26 2.62 0.015
C -0.36 -0.15 4.26 -0.170
H -4.55 1.96 2.27 0.082
O 3.94 -3.43 4.40 0.144
F -1.20 0.29 -1.10 -0.252
C 1.91 -3.93 1.66 -0.298
H -0.91 4.79 1.91 0.068
O 2.73 1.31 3.23 -0.146
H -2.83 0.73 -3.19 0.054
H 3.96 2.84 -0.70 0.075
H -2.92 -0.84 -1.01 0.024
H 5.34 2.01 -1.54 0.087
H 0.39 -0.83 3.85 0.056
H 3.99 2.77 -2.42 0.074
C -0.79 4.16 -1.29 -0.136
H 2.04 -3.11 0.95 0.130
H 1.84 -0.24 -3.84 0.075
H 4.21 -3.43 -1.94 0.073
C -4.33 -0.66 0.28 -0.150
C 3.04 -3.56 3.63 -0.594
O -3.50 -5.01 2.00 -0.129
H -0.56 6.01 -1.79 0.060
C -3.94 2.70 1.74 -0.156
C 3.76 2.18 2.77 -0.144
H 2.27 -5.26 0.01 0.082
C 1.63 0.83 -3.94 -0.146
As 0.08 0.19 0.10 0.812
O -3.74 -1.33 -0.84 -0.135
H 3.46 -2.52 -0.67 0.061
O 3.16 -3.99 2.37 0.085
H -1.16 -1.25 -3.43 0.077
H 0.38 0.41 -5.33 0.024
H 0.62 -5.29 0.67 0.087
O 1.14 1.02 -5.27 -0.137
O 3.53 0.99 -1.48 -0.161
O -0.80 -0.98 -5.48 -0.140
H 0.23 -2.13 -4.07 0.078
C 3.70 -2.49 -1.74 -0.178
C -3.25 1.29 -4.03 -0.151
H 4.09 -0.59 -1.90 0.029
H -1.09 4.07 -0.24 0.053
H -3.61 -0.31 1.01 0.065
H 2.53 1.44 -3.87 0.069
C 0.92 -3.59 2.81 -0.067
H 1.88 -6.04 1.62 0.093
O -0.13 4.96 3.80 -0.128
F -0.73 -1.19 0.77 -0.231
F 0.93 -0.85 -1.02 -0.240
H 0.37 -4.50 3.06 0.130
```